Entry from the Open Molecules 2025 dataset: C36H88CrF8N2O22S4 as an isolated structure (the ωB97M-V functional and the def2-TZVPD basis).

* orbital gap (alpha / beta): 8.621 / 9.374 eV
* expectation value of S²: 3.8162
* net charge: -1
* energy: -180289.187 eV
* spin multiplicity: 4
* HOMO level (alpha / beta): -7.4 / -7.4 eV

Geometry (Å):
1 Cr 3.061 -1.006 0.796
2 N 3.805 -0.148 -0.857
3 S 3.493 -0.265 -2.418
4 O 4.213 -1.281 -3.136
5 O 3.098 0.856 -3.203
6 F 2.132 -1.101 -2.193
7 S 5.274 0.653 -1.133
8 O 5.123 1.978 -1.635
9 O 6.366 -0.172 -1.515
10 F 5.533 0.995 0.409
11 C 4.587 -2.263 2.448
12 O 5.298 -2.601 3.377
13 O 3.251 -2.178 2.450
14 O 4.938 -1.562 1.404
15 C -0.123 -1.402 3.216
16 F -0.314 -0.084 3.388
17 F 0.991 -1.765 3.791
18 F -1.159 -2.012 3.776
19 S -0.101 -1.743 1.372
20 O 0.459 -3.062 1.270
21 O -1.422 -1.594 0.846
22 N 1.083 -0.691 0.640
23 S 0.295 0.649 0.206
24 O -0.780 1.185 0.997
25 O 1.286 1.599 -0.240
26 C -0.515 0.103 -1.446
27 F -0.241 -1.171 -1.708
28 F -1.852 0.206 -1.369
29 F -0.161 0.899 -2.442
30 C -2.540 -1.596 -6.214
31 C -1.023 -1.490 -6.336
32 C -0.298 -1.201 -5.039
33 O -0.563 -2.748 -6.849
34 H -2.968 -1.641 -7.215
35 H -2.971 -0.720 -5.719
36 H -2.868 -2.471 -5.652
37 H -0.822 -0.751 -7.114
38 H -0.861 -0.654 -4.281
39 H 0.707 -0.792 -5.120
40 H -0.202 -2.168 -4.524
41 H -0.378 -3.347 -6.121
42 C 2.093 3.564 -4.894
43 C 1.497 2.646 -5.949
44 C 0.073 2.247 -5.608
45 O 1.509 3.262 -7.240
46 H 2.054 3.117 -3.901
47 H 1.532 4.503 -4.842
48 H 3.117 3.886 -5.098
49 H 2.075 1.715 -5.990
50 H 0.070 1.722 -4.655
51 H -0.320 1.516 -6.318
52 H -0.570 3.128 -5.630
53 H 2.420 3.457 -7.474
54 C -5.859 1.304 0.917
55 C -4.834 1.177 -0.178
56 C -5.366 1.410 -1.578
57 O -3.791 2.146 0.060
58 H -5.349 1.043 1.848
59 H -6.646 0.564 0.741
60 H -6.282 2.289 1.116
61 H -4.317 0.223 -0.020
62 H -5.784 2.419 -1.562
63 H -6.127 0.706 -1.913
64 H -4.564 1.340 -2.315
65 H -3.356 1.837 0.874
66 C 3.050 -2.934 6.107
67 C 2.851 -4.365 5.593
68 C 1.508 -4.600 4.917
69 O 3.900 -4.688 4.720
70 H 2.688 -2.902 7.143
71 H 2.541 -2.145 5.556
72 H 4.108 -2.683 6.155
73 H 2.781 -5.068 6.428
74 H 0.609 -4.272 5.453
75 H 1.274 -5.657 4.749
76 H 1.441 -4.140 3.926
77 H 3.926 -4.141 3.924
78 C -2.013 3.862 2.788
79 C -2.895 2.893 3.578
80 C -4.338 3.360 3.681
81 O -2.919 1.649 2.868
82 H -1.052 3.449 2.488
83 H -1.877 4.750 3.412
84 H -2.550 4.138 1.878
85 H -2.491 2.764 4.591
86 H -4.328 4.352 4.133
87 H -5.005 2.697 4.228
88 H -4.657 3.417 2.637
89 H -2.032 1.286 2.765
90 C -4.852 -2.045 3.566
91 C -6.091 -1.302 4.036
92 C -6.970 -1.998 5.069
93 O -5.664 -0.024 4.499
94 H -4.096 -2.273 4.318
95 H -4.347 -1.473 2.780
96 H -5.133 -2.982 3.073
97 H -6.758 -1.161 3.171
98 H -7.591 -2.784 4.642
99 H -7.747 -1.271 5.320
100 H -6.312 -2.270 5.892
101 H -5.011 0.283 3.859
102 C 1.855 4.965 0.873
103 C 2.952 4.275 0.071
104 C 3.952 5.250 -0.536
105 O 3.627 3.371 0.952
106 H 1.129 4.244 1.254
107 H 1.337 5.735 0.304
108 H 2.342 5.389 1.760
109 H 2.452 3.682 -0.693
110 H 4.779 5.476 0.139
111 H 3.483 6.233 -0.678
112 H 4.311 4.988 -1.529
113 H 3.987 3.840 1.711
114 C 4.546 1.271 3.778
115 C 3.170 0.915 3.247
116 C 2.077 1.968 3.596
117 O 3.185 0.759 1.830
118 H 4.983 2.156 3.323
119 H 5.154 0.374 3.641
120 H 4.426 1.376 4.859
121 H 2.770 0.050 3.771
122 H 1.339 2.115 2.805
123 H 2.462 2.985 3.743
124 H 1.556 1.732 4.525
125 H 3.283 1.620 1.371
126 C -2.197 -4.060 -2.185
127 C -1.180 -4.936 -2.867
128 C -1.234 -6.372 -2.348
129 O -1.344 -4.930 -4.292
130 H -1.940 -4.166 -1.120
131 H -3.210 -4.461 -2.253
132 H -2.203 -2.975 -2.271
133 H -0.157 -4.644 -2.589
134 H -0.775 -6.454 -1.359
135 H -0.689 -7.031 -3.024
136 H -2.252 -6.734 -2.183
137 H -0.600 -5.441 -4.628
138 C -1.377 5.151 -3.398
139 C -1.805 4.149 -2.340
140 C -1.134 4.269 -0.973
141 O -3.238 4.186 -2.273
142 H -0.303 5.165 -3.581
143 H -1.749 6.127 -3.071
144 H -1.843 4.946 -4.362
145 H -1.573 3.162 -2.763
146 H -1.780 3.756 -0.263
147 H -0.976 5.330 -0.772
148 H -0.175 3.748 -0.972
149 H -3.501 3.392 -1.790
150 C 3.828 -4.985 0.407
151 C 3.787 -3.833 -0.594
152 C 3.465 -4.371 -2.002
153 O 2.761 -2.928 -0.191
154 H 4.005 -4.635 1.425
155 H 4.512 -5.803 0.183
156 H 2.841 -5.463 0.476
157 H 4.744 -3.316 -0.617
158 H 2.631 -5.061 -1.828
159 H 4.299 -4.998 -2.314
160 H 3.212 -3.575 -2.694
161 H 1.935 -3.366 0.064

Forces on atoms 1 to 3 (eV/Å):
3.08 -2.89 2.83
2.56 2.19 -2.65
-4.31 -4.24 -3.61